{
  "formula": "C24H53AlBr3Cl2CsFN3O12P",
  "method": "wB97M-V/def2-TZVPD",
  "symbols": ["C", "C", "O", "P", "O", "C", "C", "C", "C", "N", "C", "C", "N", "C", "O", "C", "C", "H", "H", "H", "H", "H", "H", "H", "H", "H", "H", "H", "H", "H", "H", "H", "H", "H", "H", "H", "H", "H", "H", "H", "H", "C", "C", "O", "H", "H", "H", "H", "H", "H", "F", "Cl", "C", "C", "Cl", "H", "H", "H", "H", "Al", "C", "C", "O", "H", "H", "H", "H", "H", "C", "O", "C", "C", "O", "C", "H", "H", "H", "H", "H", "H", "H", "H", "H", "H", "C", "O", "O", "O", "Cs", "C", "Br", "Br", "Br", "H", "C", "N", "O", "O", "H", "H", "H"],
  "positions_angstrom": [[2.072, 2.256, 1.137], [0.963, 2.851, 0.222], [1.453, 3.255, -1.080], [0.706, 4.632, -1.637], [1.543, 5.136, -2.803], [-1.017, 4.311, -2.248], [-2.164, 5.139, -1.566], [-2.684, 4.553, -0.213], [-4.012, 5.365, 0.048], [-4.068, 6.229, 1.262], [-5.235, 4.380, 0.072], [-4.481, 3.027, 0.002], [-3.198, 3.158, -0.163], [-2.474, 1.846, -0.212], [0.812, 5.799, -0.432], [2.165, 6.104, -0.156], [2.578, 5.954, 1.353], [2.742, 1.530, 0.594], [1.536, 1.642, 1.903], [2.642, 3.039, 1.740], [0.241, 2.009, 0.058], [0.425, 3.645, 0.790], [-1.244, 3.217, -2.252], [-1.006, 4.601, -3.326], [-2.980, 5.311, -2.296], [-1.742, 6.148, -1.333], [-2.066, 4.671, 0.702], [-4.263, 6.080, -0.779], [-5.053, 6.442, 1.399], [-3.638, 7.112, 0.985], [-5.830, 4.373, -0.881], [-6.013, 4.514, 0.849], [-5.030, 2.073, 0.095], [-2.330, 1.447, 0.816], [-3.106, 1.111, -0.763], [-1.512, 1.888, -0.755], [2.302, 7.221, -0.438], [2.901, 5.521, -0.762], [1.747, 5.673, 2.030], [3.086, 6.874, 1.754], [3.341, 5.146, 1.417], [-1.234, -1.416, -2.114], [-0.386, -1.216, -0.881], [-0.952, -0.151, -0.047], [-1.295, -0.485, -2.696], [-0.819, -2.199, -2.746], [-2.257, -1.690, -1.841], [0.629, -0.923, -1.160], [-0.325, -2.167, -0.269], [-1.839, -0.432, 0.195], [-0.061, -3.711, -0.357], [6.339, 4.796, -3.378], [5.298, 3.598, -4.192], [4.051, 3.302, -3.394], [4.423, 2.418, -1.883], [5.889, 2.699, -4.366], [5.024, 4.018, -5.159], [3.378, 2.670, -3.972], [3.516, 4.213, -3.129], [3.777, 7.942, -0.221], [3.871, -1.775, -3.769], [3.240, -1.898, -2.361], [2.170, -2.668, -2.457], [3.178, -1.323, -4.482], [4.766, -1.134, -3.725], [4.181, -2.746, -4.156], [3.090, -0.843, -2.022], [4.069, -2.238, -1.698], [-1.138, -6.464, 4.398], [-2.082, -7.191, 3.628], [-3.409, -6.712, 3.796], [-3.826, -5.808, 2.646], [-3.063, -4.611, 2.623], [-2.009, -4.648, 1.657], [-0.143, -6.691, 4.014], [-1.298, -5.385, 4.332], [-1.191, -6.780, 5.444], [-3.519, -6.198, 4.756], [-4.065, -7.589, 3.808], [-4.873, -5.519, 2.791], [-3.751, -6.334, 1.689], [-2.412, -4.489, 0.656], [-1.458, -5.590, 1.685], [-1.315, -3.839, 1.880], [-3.214, -3.369, -4.819], [-3.751, -4.350, -5.330], [-2.389, -2.615, -5.395], [-3.416, -2.967, -3.645], [5.141, 1.316, 0.185], [1.426, -9.120, 6.710], [0.034, -8.245, 7.732], [0.711, -10.020, 5.155], [2.848, -7.893, 6.241], [1.859, -9.880, 7.349], [2.307, -4.623, 1.087], [3.713, -4.159, 0.946], [3.977, -3.035, 1.334], [4.503, -4.925, 0.446], [1.723, -3.832, 1.543], [1.930, -4.847, 0.089], [2.319, -5.512, 1.716]],
  "e_tot_ev": -309085.186,
  "largest_force_ev_per_a": 6.3,
  "homo_energy_ev": -6.924,
  "charge": 1
}



{
  "formula": "C50H48BrN6OS3SeSiTl",
  "method": "wB97M-V/def2-TZVPD",
  "symbols": ["Tl", "S", "C", "C", "C", "C", "C", "C", "S", "H", "H", "H", "H", "N", "C", "C", "C", "C", "C", "C", "S", "N", "C", "C", "C", "C", "C", "C", "N", "H", "H", "H", "H", "H", "H", "H", "H", "H", "C", "N", "C", "C", "N", "C", "C", "Se", "H", "H", "H", "H", "H", "H", "H", "H", "C", "C", "C", "C", "C", "C", "C", "O", "C", "C", "C", "H", "H", "H", "H", "H", "H", "H", "H", "H", "H", "H", "H", "Br", "C", "C", "C", "C", "N", "C", "H", "H", "H", "H", "C", "C", "C", "C", "C", "C", "Si", "C", "C", "C", "C", "C", "C", "H", "H", "H", "H", "H", "H", "H", "H", "H", "H", "H"],
  "positions_angstrom": [[-0.159, 0.615, 0.319], [2.553, -0.902, 0.165], [3.593, -0.602, 1.581], [4.669, -1.477, 1.762], [5.472, -1.392, 2.883], [5.183, -0.414, 3.834], [4.112, 0.439, 3.664], [3.257, 0.374, 2.541], [1.911, 1.474, 2.429], [4.856, -2.231, 1.007], [6.293, -2.084, 3.024], [5.800, -0.328, 4.722], [3.890, 1.188, 4.414], [-3.127, 0.796, -3.681], [-3.791, 2.035, -3.571], [-4.118, 2.743, -4.715], [-4.792, 3.956, -4.626], [-5.132, 4.470, -3.387], [-4.784, 3.770, -2.237], [-4.124, 2.558, -2.325], [-3.689, 1.678, -0.846], [-2.647, 0.485, -1.396], [-2.498, 0.177, -2.617], [-1.560, -0.935, -2.977], [-1.732, -1.668, -4.147], [-0.817, -2.663, -4.457], [0.228, -2.903, -3.584], [0.300, -2.142, -2.424], [-0.563, -1.176, -2.127], [-2.802, 0.562, -4.602], [-3.848, 2.341, -5.686], [-5.045, 4.492, -5.531], [-5.658, 5.413, -3.311], [-5.031, 4.168, -1.259], [-2.591, -1.505, -4.785], [-0.926, -3.243, -5.364], [0.974, -3.661, -3.786], [1.089, -2.319, -1.698], [-4.970, -0.042, 4.851], [-4.241, 1.158, 4.486], [-4.418, 2.422, 5.027], [-3.485, 3.219, 4.475], [-2.742, 2.440, 3.607], [-1.571, 2.870, 2.857], [-3.205, 1.167, 3.613], [-2.557, -0.252, 2.652], [-5.769, 0.233, 5.535], [-4.299, -0.754, 5.328], [-5.380, -0.512, 3.961], [-5.190, 2.637, 5.744], [-3.285, 4.266, 4.625], [-1.281, 3.860, 3.202], [-1.789, 2.896, 1.788], [-0.750, 2.173, 3.032], [-3.343, -7.206, 3.698], [-2.837, -6.005, 2.945], [-3.430, -5.608, 1.753], [-2.963, -4.512, 1.042], [-3.676, -4.117, -0.233], [-1.848, -3.806, 1.531], [-1.360, -2.656, 0.758], [-0.333, -2.045, 0.980], [-1.238, -4.183, 2.744], [-0.073, -3.439, 3.340], [-1.756, -5.275, 3.426], [-4.297, -7.550, 3.301], [-3.468, -6.977, 4.757], [-2.628, -8.029, 3.625], [-4.281, -6.164, 1.372], [-4.504, -4.799, -0.421], [-3.012, -4.150, -1.099], [-4.084, -3.107, -0.161], [-2.000, -2.329, -0.076], [0.810, -3.509, 2.703], [0.163, -3.843, 4.324], [-0.291, -2.374, 3.434], [-1.299, -5.565, 4.368], [-1.865, 6.032, -2.501], [-0.475, 5.258, -1.473], [0.321, 6.033, -0.649], [1.304, 5.394, 0.089], [1.457, 4.018, -0.031], [0.688, 3.283, -0.837], [-0.263, 3.893, -1.541], [0.178, 7.104, -0.589], [1.945, 5.953, 0.757], [2.196, 3.479, 0.552], [-0.881, 3.269, -2.180], [5.814, -2.790, -4.121], [4.650, -2.217, -4.615], [3.936, -1.318, -3.830], [4.368, -0.979, -2.544], [5.547, -1.560, -2.070], [6.264, -2.455, -2.849], [3.325, 0.190, -1.518], [4.211, 1.786, -1.150], [4.998, 1.975, -0.010], [5.624, 3.192, 0.222], [5.486, 4.230, -0.690], [4.724, 4.051, -1.838], [4.086, 2.839, -2.060], [6.370, -3.495, -4.727], [4.298, -2.468, -5.608], [3.025, -0.873, -4.220], [5.909, -1.313, -1.076], [7.176, -2.896, -2.466], [2.133, 0.503, -2.345], [5.103, 1.176, 0.716], [6.218, 3.331, 1.117], [5.970, 5.183, -0.508], [4.619, 4.858, -2.554], [3.476, 2.711, -2.949]],
  "e_tot_ev": -244085.288,
  "largest_force_ev_per_a": 0.4,
  "homo_energy_ev": -6.183,
  "e_above_lowest_kj_mol": 46.9
}



{
  "formula": "C4H7O3",
  "method": "wB97M-V/def2-TZVPD",
  "symbols": ["C", "C", "C", "O", "H", "H", "H", "H", "H", "H", "O", "C", "O", "H"],
  "positions_angstrom": [[2.255, 1.594, -2.007], [1.484, 1.669, -0.669], [0.538, 0.790, -0.397], [-0.415, 1.002, 0.509], [3.293, 1.917, -1.750], [2.039, 0.611, -2.561], [1.931, 2.418, -2.707], [1.893, 2.368, 0.075], [0.559, -0.146, -1.005], [-0.904, 0.122, 0.558], [-1.309, -1.355, -0.158], [-1.494, -2.064, 0.922], [-1.219, -1.667, 2.085], [-1.978, -3.061, 0.798]],
  "e_tot_ev": -10404.519,
  "largest_force_ev_per_a": 2.6,
  "homo_energy_ev": -4.205,
  "charge": -1,
  "e_above_lowest_kj_mol": 130.4
}



{
  "formula": "C4H8N2O2",
  "method": "wB97M-V/def2-TZVPD",
  "symbols": ["C", "C", "C", "C", "H", "H", "H", "H", "H", "H", "H", "H", "N", "N", "O", "O"],
  "positions_angstrom": [[-1.703, 0.116, 1.320], [-0.349, -0.729, -1.763], [0.943, -1.066, -1.004], [0.681, 0.523, 0.660], [-2.453, -0.639, 1.034], [-1.344, 0.177, 2.451], [-2.302, 1.057, 1.241], [-0.038, -0.033, -2.699], [-1.327, -1.383, -2.205], [1.459, -1.455, -1.905], [0.954, -1.995, -0.300], [2.054, 0.865, 1.673], [-0.539, -0.045, 0.622], [1.037, 1.231, 1.665], [-1.183, 0.137, -0.840], [1.443, 0.118, -0.482]],
  "e_tot_ev": -11347.552,
  "largest_force_ev_per_a": 6.0,
  "homo_energy_ev": -9.511,
  "smiles": "[H]/N=C1\\OCCON1C",
  "e_above_lowest_kj_mol": 633.1
}